Below is a 2-piece molecular cluster, C3H9N2 overall, with properties calculated with ωB97M-V with the def2-TZVPD basis set.

Last column: Löwdin charge in e.
Cartesian coordinates (Å):
C (2.7177, -0.1866, -0.6524)  -0.0486
N (1.9057, 0.7854, -0.7444)  -0.0018
H (2.3482, -1.1765, -0.9195)  0.0793
H (3.7467, -0.1083, -0.3036)  0.0886
H (2.3800, 1.6843, -0.6518)  0.0757
C (-1.3778, -0.6732, 0.5592)  -0.1351
C (-2.6052, -0.7599, 0.1047)  0.0766
N (-0.6388, 0.6090, 0.4177)  0.1624
H (-0.7936, -1.4105, 1.0841)  0.1217
H (-3.1515, -1.6800, 0.2177)  0.0847
H (-3.1419, 0.1034, -0.2694)  0.0862
H (-1.1864, 1.2377, -0.1741)  0.1605
H (-0.5400, 1.0661, 1.3256)  0.1681
H (0.3367, 0.5090, 0.0064)  0.0817

Total charge: +1
Orbital gap, Ha: 0.431
Lowest unoccupied orbital energy, eV: -3.12

Below is an isolated ion of composition C3H9N2O and charge -1 at a distorted geometry, with properties calculated with ωB97M-V with the def2-TZVPD basis set.

Last column: Löwdin charge in e.
Cartesian coordinates (Å):
C (1.7760, 0.7542, -0.0457)  -0.1125
C (0.0875, -1.3469, -0.1466)  -0.1086
C (0.3908, 0.1261, 0.3174)  -0.3656
N (-0.8455, 1.0613, -0.2798)  -0.0858
N (-2.1386, 0.5783, 0.1395)  -0.3719
O (-2.6172, -0.6865, -0.1589)  -0.4533
H (2.4228, 0.1933, 0.5825)  0.0401
H (1.9877, 0.6289, -1.1068)  0.0521
H (1.8313, 1.8443, 0.0105)  0.0532
H (-0.5211, -1.7525, 0.6339)  0.0404
H (0.9640, -1.9487, -0.3315)  0.0452
H (-0.6468, -1.1868, -0.9224)  0.0307
H (0.3616, 0.1252, 1.4279)  0.1019
H (-0.8753, 0.7499, -1.2701)  0.0706
H (-2.1773, 0.8601, 1.1503)  0.0637

Total charge: -1
Orbital gap, Ha: 0.185
SMILES: CC(C)NN[O-]
Lowest unoccupied orbital energy, eV: 4.09

Below is C3H9N2O as an isolated structure at a distorted geometry, with properties calculated with ωB97M-V with the def2-TZVPD basis set.

Last column: Löwdin charge in e.
Cartesian coordinates (Å):
C (-1.1937, -0.6408, -0.3223)  -0.1839
C (-0.9939, 0.8178, -0.1979)  -0.3242
C (-0.9758, -1.5984, 0.8580)  -0.0033
N (-0.1410, 1.7293, 0.0220)  0.1822
N (2.0645, 0.6280, -0.4483)  0.1410
O (-2.2180, 0.3759, -0.1001)  0.1689
H (-1.2145, -0.9603, -1.3468)  0.1420
H (-0.2007, -0.9951, 1.4715)  0.1174
H (-0.5551, -2.5194, 0.5637)  0.0593
H (-1.9660, -1.9027, 1.3092)  0.1223
H (1.0796, 1.3309, -0.1057)  0.0518
H (-0.5261, 2.6864, 0.0265)  0.1479
H (2.3990, 0.9206, -1.3714)  0.1164
H (1.6430, -0.3523, -0.6219)  0.1383
H (2.7986, 0.4801, 0.2636)  0.1239

Total charge: +1
Orbital gap, Ha: 0.441
Lowest unoccupied orbital energy, eV: -3.35

Below is a 2-piece molecular cluster, C3H9N2O overall at a distorted geometry, with properties calculated with ωB97M-V with the def2-TZVPD basis set.

Last column: Löwdin charge in e.
Cartesian coordinates (Å):
N (1.5306, 1.2117, -0.4454)  0.1095
C (0.8488, 0.0299, 0.0281)  -0.1301
C (-0.4089, -1.0386, -1.3433)  0.2361
C (-0.3939, 0.1438, 0.5630)  -0.3393
N (-0.9942, -0.7840, 1.4610)  0.1578
O (-1.0730, 1.4150, 0.5065)  0.1194
H (1.8312, 1.7778, 0.3066)  0.0972
H (2.1971, 1.0598, -1.1326)  0.0755
H (-0.4589, 2.0372, 0.7698)  0.0634
H (1.4333, -0.7428, 0.5329)  0.1602
H (-1.4863, -0.9301, -1.0539)  0.0945
H (-0.3760, -0.2577, -2.0323)  0.0509
H (0.1277, -1.9991, -1.4831)  0.1069
H (-1.1973, -0.5630, 2.4130)  0.1189
H (-1.5804, -1.3600, 0.9097)  0.0791

Total charge: +1
Orbital gap, Ha: 0.358
Lowest unoccupied orbital energy, eV: -5.13

Below is a 3-piece molecular cluster, C3H9N2O overall at a distorted geometry, with properties calculated with ωB97M-V with the def2-TZVPD basis set.

Last column: Löwdin charge in e.
Cartesian coordinates (Å):
C (-0.4437, 2.2624, 0.1015)  -0.0794
C (0.4875, 1.6417, 0.7282)  -0.0234
C (1.4725, -0.0619, -0.0528)  -0.3524
N (2.7435, 0.1129, -0.0538)  0.1949
N (-1.4350, -2.2620, -0.3438)  0.2767
O (0.8201, -1.0696, -0.3479)  -0.0422
H (-1.0279, 3.1998, 0.4963)  0.1138
H (-0.6834, 1.9838, -0.9205)  0.0539
H (0.8845, 1.7131, 1.7405)  0.0629
H (3.4296, -0.5711, -0.2993)  0.1340
H (3.1087, 0.9890, 0.1850)  0.1032
H (-1.8771, -2.9821, 0.2929)  0.1817
H (-0.4882, -2.0194, -0.0277)  0.0627
H (-1.5372, -2.7040, -1.2927)  0.1732
H (-1.9014, -1.3808, -0.5267)  0.1404

Total charge: +1
Orbital gap, Ha: 0.344
Lowest unoccupied orbital energy, eV: -3.48

Below is a 2-piece molecular cluster, C3H9N2O overall at a distorted geometry, with properties calculated with ωB97M-V with the def2-TZVPD basis set.

Last column: Löwdin charge in e.
Cartesian coordinates (Å):
N (1.4832, 1.2913, -0.8270)  0.1095
C (0.5006, 0.2772, -0.7926)  -0.1318
C (0.5072, -1.6438, 0.3245)  0.1254
C (-0.5302, 0.4381, 0.2078)  -0.3611
N (-1.8561, 0.2879, -0.1108)  0.1985
O (-0.2667, 1.0545, 1.4467)  0.0890
H (1.5782, 1.8022, 0.0305)  0.0956
H (2.0170, 1.4548, -1.7366)  0.1597
H (-0.7066, 0.7117, 2.2219)  0.1267
H (0.1247, -0.1272, -1.7899)  0.1690
H (0.0375, -1.5617, 1.3224)  0.0604
H (1.5793, -1.6822, 0.3518)  0.0433
H (0.1283, -2.2046, -0.5564)  0.0651
H (-2.5388, 0.4470, 0.5777)  0.1096
H (-2.0577, -0.5452, -0.6700)  0.1411

Total charge: +1
Orbital gap, Ha: 0.332
Lowest unoccupied orbital energy, eV: -4.06

Below is a 2-piece molecular cluster, C3H9N2O overall at a distorted geometry, with properties calculated with ωB97M-V with the def2-TZVPD basis set.

Last column: Löwdin charge in e.
Cartesian coordinates (Å):
C (-2.2128, -0.9269, 0.5614)  0.1690
C (2.6804, 0.4340, 0.8670)  0.0740
C (-1.2848, 0.9333, -0.6045)  -0.0384
N (1.5310, -0.7049, -0.7472)  -0.0127
N (-1.2331, -0.3771, -0.0296)  -0.0212
O (2.6385, -0.2514, -0.1918)  -0.1196
H (-3.1450, -0.3933, 0.6910)  0.1241
H (-2.1349, -1.9344, 0.9405)  0.1204
H (1.8092, 0.7158, 1.4437)  0.1002
H (3.6643, 0.7408, 1.1749)  0.1047
H (-0.2897, 1.3733, -0.5749)  0.0890
H (-1.5729, 0.8514, -1.6560)  0.1188
H (-2.0104, 1.5709, -0.1058)  0.1063
H (1.8218, -1.2311, -1.5702)  0.0666
H (-0.2616, -0.8003, -0.1985)  0.1188

Total charge: +1
Orbital gap (spin up / spin down), Ha: 0.294 / 0.294
Lowest unoccupied orbital energy (spin up / spin down), eV: -4.58 / -4.58

Below is a 2-piece molecular cluster, C3H9N2O overall at a distorted geometry, with properties calculated with ωB97M-V with the def2-TZVPD basis set.

Last column: Löwdin charge in e.
Cartesian coordinates (Å):
C (-1.6463, -0.0161, 0.2881)  -0.0962
C (2.4945, 0.7389, -0.0202)  -0.0286
C (0.0654, -1.4620, -0.6482)  -0.0678
N (-2.5494, 0.9109, 0.1702)  0.2337
N (-1.0146, -0.5701, -0.7286)  0.0738
O (0.1616, -1.9571, 0.5561)  0.0590
H (-1.3631, -0.3585, 1.2822)  0.1736
H (3.3467, 0.2680, 0.4444)  0.0270
H (1.9560, 1.3233, 0.7159)  0.0193
H (1.8421, -0.0187, -0.4491)  -0.0386
H (2.8396, 1.3899, -0.8100)  0.0267
H (-2.9821, 1.3337, 0.9824)  0.1550
H (-2.8472, 1.2536, -0.7355)  0.1539
H (-1.2205, -0.2731, -1.6795)  0.1653
H (0.9173, -2.5628, 0.6317)  0.1441

Total charge: +1
Orbital gap, Ha: 0.326
Lowest unoccupied orbital energy, eV: -4.95